No. 1
C23H37ClN2Sn | wB97M-V/def2-TZVPD

Structure (ORCA input):
```
! wB97M-V def2-TZVPD RIJCOSX def2/J DEFGRID3
* xyz -2 1
Sn 0.53595 -0.21748 2.00445
Cl 0.10272 1.80247 0.71409
C -1.58023 -1.07038 1.96590
C -2.44370 -0.69204 0.94501
C -3.76252 -1.18485 0.91659
C -4.23308 -2.01835 1.94409
C -3.36777 -2.32967 3.00764
C -2.03696 -1.86246 3.01933
H -2.09591 -0.00175 0.17449
H -4.42886 -0.92024 0.09023
H -3.71757 -2.95749 3.83337
H -1.38786 -2.14062 3.85842
C -5.63165 -2.59560 1.89887
H -5.99530 -2.83313 2.90280
H -5.69514 -3.52555 1.31644
H -6.33005 -1.89320 1.42867
C 2.05317 -0.26395 -5.01890
N 1.94702 -0.46333 -3.65614
H 1.06873 1.26529 -6.25475
N 0.68797 1.20032 -4.12680
H 2.67744 -0.85097 -5.65566
C 2.73406 -1.39800 -2.85047
C 3.46097 -2.35963 -3.76548
C 3.72069 -0.59872 -2.00599
H 4.17559 -1.82942 -4.40914
H 4.02652 -3.06323 -3.14452
H 2.75434 -2.93855 -4.37537
H 2.38885 -2.80553 -1.28072
H 1.05851 -2.71580 -2.45126
H 3.19059 0.10509 -1.35293
C 1.79310 -2.11873 -1.89863
H 4.42650 -0.05115 -2.64185
H 4.29468 -1.29819 -1.38376
H 1.27623 -1.40753 -1.24205
C 1.25670 0.78552 -5.31665
C 0.68094 3.42238 -3.14845
H 1.57068 3.73063 -3.70961
H 0.05341 4.30817 -2.98190
C -0.13339 2.39701 -3.92912
H -1.92429 2.93150 -2.90185
C -0.55860 2.94062 -5.27563
H -1.15345 2.20186 -5.82989
H 0.97315 3.01333 -2.17480
H -0.99663 1.64144 -2.09621
H 0.30835 3.25431 -5.87204
H -1.18727 3.82138 -5.10589
C -1.32772 2.02287 -3.06809
H -1.96184 1.28583 -3.57319
C 1.11573 0.43656 -3.10192
C 1.82224 -0.29850 5.75330
C 0.54293 0.45063 5.39454
C -0.65395 -0.25184 6.03039
C 0.61210 1.84688 6.00242
C 0.30989 0.70603 3.91656
H 1.89914 -0.31395 6.85156
H 2.70271 0.21676 5.34833
H 1.82477 -1.33246 5.39276
H -0.56058 -0.21368 7.12641
H -1.59420 0.24452 5.74537
H -0.72029 -1.30647 5.74087
H 1.43998 2.42075 5.57421
H -0.31879 2.39681 5.81415
H 0.75837 1.76979 7.08960
H -0.44709 1.50374 3.79878
*
```

- HOMO-LUMO gap (alpha / beta): 0.0542 / 0.2148 hartree
- DFT total energy: -1682.46936 Ha
- Maximum force: 1.730 eV/Å
- E_HOMO (alpha / beta): 0.104 / -0.056 hartree

Results of the natural (NBO) charge analysis, in e, for atoms 1 through 8:
1. Sn 0.747
2. Cl -0.618
3. C -0.367
4. C -0.171
5. C -0.237
6. C -0.074
7. C -0.236
8. C -0.246

***

No. 2
C23H37F6O14S5 | wB97M-V/def2-TZVPD

Structure (ORCA input):
```
! wB97M-V def2-TZVPD RIJCOSX def2/J DEFGRID3
* xyz -1 1
C -4.24708 0.27427 3.18414
C -3.22974 -0.38946 4.16740
F -3.65723 -1.59636 4.70548
C -1.80531 -0.48789 3.50691
O -1.42958 -1.47369 2.97413
O -1.02332 0.65656 3.63962
C 0.19926 0.40772 4.30952
C 0.11018 -0.54752 5.55522
O -0.81170 -0.56017 6.36801
O 1.13188 -1.31758 5.69718
S 0.75267 2.09122 4.94238
O 0.10404 2.28054 6.22993
O 0.30877 3.08783 3.97645
C 2.58216 2.12457 5.27515
F 2.84002 1.25901 6.29562
F 3.20171 1.58503 4.16493
C 3.15639 3.54044 5.67022
F 3.45122 3.54929 6.99759
F 2.31214 4.56320 5.45459
F 4.32139 3.80366 5.00889
H -4.59909 -0.45571 2.41622
H -5.10303 0.66736 3.79068
H -3.77026 1.17834 2.72655
H -3.09047 0.32525 5.02054
H 1.01072 0.01024 3.65173
C 0.44246 -1.38644 -2.58153
C 1.04340 -1.99803 -1.30935
C 0.08908 -1.68572 -0.15564
S -1.53996 -1.53553 -0.87529
O -1.98851 -0.16920 -0.72170
O -2.35006 -2.65658 -0.46477
C -1.03171 -1.78091 -2.57266
H 0.94602 -1.74075 -3.47834
H 0.53774 -0.29966 -2.54863
H 1.12986 -3.07779 -1.43100
H 2.03881 -1.61237 -1.10733
H 0.08125 -2.48193 0.58746
H 0.33317 -0.73597 0.32034
H -1.64444 -1.17211 -3.23649
H -1.15896 -2.83849 -2.80886
C 4.90244 -5.81299 1.13115
C 4.62629 -5.22715 2.52019
C 3.68315 -4.03406 2.33685
S 2.73263 -4.37085 0.85530
O 3.07535 -3.38930 -0.14785
O 1.36575 -4.64467 1.21648
C 3.54456 -5.90941 0.44515
H 5.39033 -6.78679 1.19149
H 5.55793 -5.14044 0.57056
H 4.14484 -5.98414 3.14497
H 5.54677 -4.92649 3.02187
H 3.00428 -3.92128 3.18132
H 4.23494 -3.10789 2.17879
H 3.61461 -6.01441 -0.63624
H 2.94858 -6.72148 0.86391
C 2.35850 3.76216 -4.80958
C 1.23888 3.60764 -5.84387
C 1.40531 2.23256 -6.49886
S 2.20173 1.18890 -5.27661
O 3.51170 0.83025 -5.76123
O 1.26195 0.20081 -4.80742
C 2.38446 2.45369 -4.02809
H 2.18867 4.61627 -4.15354
H 3.31412 3.91219 -5.31978
H 0.26957 3.66099 -5.34091
H 1.26474 4.40374 -6.58913
H 0.44593 1.79699 -6.77280
H 2.05401 2.28115 -7.37322
H 3.31080 2.29893 -3.47804
H 1.52995 2.38104 -3.35337
C -5.53809 1.72133 -3.36566
C -4.92880 3.12169 -3.49460
C -5.06922 3.81101 -2.13372
S -5.07553 2.50040 -0.90818
O -6.37096 2.47319 -0.27276
O -3.85387 2.55405 -0.15195
C -4.98279 1.14556 -2.06707
H -5.28990 1.09145 -4.22095
H -6.62775 1.79700 -3.30615
H -3.87038 3.03458 -3.75555
H -5.41308 3.70245 -4.28150
H -4.23785 4.48503 -1.93487
H -6.01245 4.35115 -2.05363
H -5.55440 0.29875 -1.69228
H -3.93159 0.87171 -2.17390
*
```

- HOMO-LUMO gap: 0.2372 hartree
- DFT total energy: -4542.05515 Ha
- Maximum force: 4.972 eV/Å
- E_HOMO: -0.180 hartree

Results of the Mulliken charge analysis, in e, for atoms 1 through 8:
1. C -1.163
2. C 0.375
3. F -0.342
4. C 0.618
5. O -0.560
6. O -0.308
7. C 0.004
8. C 0.613

***

No. 3
C23H37I2N3O8P | wB97M-V/def2-TZVPD

Structure (ORCA input):
```
! wB97M-V def2-TZVPD RIJCOSX def2/J DEFGRID3
* xyz 1 1
C -4.65130 3.95232 -0.47396
C -3.14599 4.29252 -0.51568
C -2.80603 5.08593 -1.78680
C -3.00760 4.32526 -3.11794
C -2.52524 2.86225 -3.13282
C -1.37766 2.61914 -4.14569
C -0.64050 1.28488 -3.90183
C 0.90164 1.43678 -3.59221
C 1.14289 0.86417 -2.21221
C 1.30259 -0.48844 -2.09724
N 1.47704 -1.09785 -0.94288
C 1.65524 -2.55748 -0.84860
I 3.69118 -3.07572 -0.32374
C 1.25013 -3.34350 -2.12120
C 0.99148 -4.83766 -1.83567
I 2.91279 -3.25574 -3.54789
C 1.50679 -0.37629 0.21474
P 1.69193 -1.14267 1.91025
N 0.54337 -0.61714 2.84002
C 1.39534 0.99293 0.17417
N 1.45662 1.77167 1.33861
C 1.20899 1.62513 -1.06961
C 1.07501 3.12337 -1.23693
O 0.05112 3.60440 -1.64638
O 2.16147 3.93580 -0.95494
H -5.19836 4.84841 -0.77446
H -4.92969 3.75536 0.56342
H -4.89831 3.10979 -1.12008
H -2.50294 3.42320 -0.35812
H -2.95915 4.96802 0.32767
H -1.81290 5.53352 -1.69533
H -3.49721 5.93615 -1.80612
H -4.04305 4.43989 -3.43980
H -2.40795 4.85772 -3.86617
H -3.37122 2.23794 -3.44000
H -2.18441 2.49194 -2.16499
H -1.86605 2.54390 -5.12114
H -0.71560 3.48609 -4.14130
H -0.72551 0.59374 -4.74122
H -1.12316 0.80241 -3.04492
H 1.21118 2.47700 -3.63519
H 1.46581 0.80270 -4.27717
H 1.28024 -1.05261 -3.01747
H 1.01045 -2.92891 -0.05521
H 0.42933 -2.87650 -2.66223
H 0.66672 -5.04381 -0.81727
H 1.88605 -5.40264 -2.08317
H 0.24317 -5.18107 -2.54882
H 2.92957 -0.74384 2.47553
H 1.66938 -2.54568 1.83184
H -0.08031 0.00109 2.33456
H 2.24094 1.43626 1.89421
H 1.71122 2.72117 1.09945
H 2.10647 4.22001 -0.03330
C 0.38492 -7.52542 2.08154
C -0.80738 -8.43186 1.88556
O -1.18562 -8.15413 0.53340
C -0.09882 -7.68057 -0.11520
O -0.03436 -7.51497 -1.29032
O 0.91263 -7.41844 0.75405
H 1.12602 -7.93966 2.76032
H 0.10078 -6.52993 2.42986
H -0.54960 -9.48860 1.96927
H -1.62332 -8.21178 2.56905
C 2.50204 1.53376 5.94523
C 1.02855 1.73008 5.67514
O 0.51437 2.03720 6.96979
C 1.53582 2.53398 7.71823
O 1.40989 3.03686 8.78106
O 2.72679 2.37340 7.07465
H 3.13094 1.83633 5.10924
H 2.74353 0.50341 6.21603
H 0.83351 2.57463 5.00884
H 0.55328 0.84044 5.26749
*
```

- HOMO-LUMO gap: 0.2583 hartree
- DFT total energy: -2601.21331 Ha
- Maximum force: 2.339 eV/Å
- E_HOMO: -0.443 hartree

Results of the Mulliken charge analysis, in e, for atoms 1 through 8:
1. C -1.215
2. C -0.234
3. C -0.754
4. C -0.977
5. C -0.508
6. C -1.251
7. C -0.687
8. C -1.432